DFT (ωB97M-V with the def2-TZVPD basis set) results for a 5-piece molecular cluster, C3H18NO6 overall.

Summary:
* gap between HOMO and LUMO: 11.05 eV
* M: 164.2 u
* ΔE to the lowest compared entry with this formula, charge and spin: 2.669 eV
* largest force on an atom: 5.22 eV/A
* charge: +1
* energy: -631.00709 a.u.

Cartesian coordinates (Å):
O -2.092 2.375 1.262
O 0.948 1.220 0.636
O 0.163 -0.180 3.092
O 0.918 -3.578 0.647
O -0.042 3.164 -0.848
O -1.061 -1.731 -2.482
N -0.478 -1.227 0.322
C -0.038 -0.288 -0.855
C 0.187 -1.228 -2.050
C 1.190 0.561 -0.605
H -0.524 3.781 -0.428
H 0.739 -0.736 -2.873
H 0.577 2.195 0.500
H 2.118 -0.101 -0.482
H -0.960 0.400 -0.825
H -3.042 2.711 1.465
H -1.667 2.739 2.035
H 0.692 -2.167 -1.879
H -1.461 -1.043 -3.212
H 0.530 0.590 2.801
H 0.309 3.625 -1.586
H 1.332 1.461 -1.318
H 1.432 -3.552 -0.131
H -1.431 -1.467 0.196
H 1.348 -4.211 1.246
H -0.237 -0.644 1.173
H -0.026 -2.061 0.402
H 0.576 -0.607 3.798

These are the Mulliken partial charges, in e, on atoms 1 to 2: -0.592 -0.507

***

DFT (ωB97M-V with the def2-TZVPD basis set) results for a 6-piece molecular cluster, C3H18O6 overall.

Summary:
* gap between HOMO and LUMO: 10.44 eV
* M: 150.2 u
* ΔE to the lowest compared entry with this formula, charge and spin: 0.883 eV
* largest force on an atom: 3.28 eV/A
* SMILES: CC(C)O.O.O.O.O.O
* energy: -576.51222 a.u.

Cartesian coordinates (Å):
O 1.281 0.948 2.332
O 4.966 -0.410 -0.711
O 3.607 -2.734 -1.196
O 1.229 2.968 -2.624
O 1.166 0.058 -0.485
O -2.372 -0.787 -0.296
C -3.340 -0.203 0.458
C -3.197 1.292 0.028
C -3.075 -0.475 1.923
H 4.681 -1.319 -0.623
H 1.955 3.411 -3.063
H 1.302 0.091 2.759
H -2.390 -1.716 -0.055
H 1.645 2.272 -2.115
H 2.792 -3.204 -1.370
H 0.448 -0.574 -0.518
H -2.053 -0.280 2.250
H 3.907 -2.446 -2.059
H 1.955 -0.469 -0.610
H -4.314 -0.570 0.134
H -3.760 0.140 2.507
H -3.066 1.400 -1.048
H 5.319 -0.184 0.150
H 1.109 0.753 1.411
H -2.358 1.779 0.526
H -3.274 -1.525 2.136
H -4.162 1.782 0.158

These are the Mulliken partial charges, in e, on atoms 1 to 2: -0.632 -0.636

***

DFT (ωB97M-V with the def2-TZVPD basis set) results for a 2-piece molecular cluster, C3H18Si5 overall.

Summary:
* gap between HOMO and LUMO: 6.74 eV
* M: 194.6 u
* ΔE to the lowest compared entry with this formula, charge and spin: 0.000 eV
* largest force on an atom: 3.85 eV/A
* SMILES: C[Si](C)(C)[Si](=[SiH2])[SiH3].[SiH4]
* energy: -1572.35380 a.u.

Cartesian coordinates (Å):
Si 0.847 2.070 1.563
Si 0.673 -1.116 -0.801
Si -4.809 2.003 1.862
Si 3.497 1.681 -1.068
Si 1.285 1.222 -0.509
C -0.050 -1.528 -2.545
C 1.865 -2.641 -0.305
C -0.834 -1.468 0.400
H 4.396 0.669 -0.490
H -4.305 3.497 2.204
H -0.678 -0.824 -2.998
H 1.664 -3.251 0.521
H -3.834 1.651 0.827
H 3.945 2.942 -0.444
H 2.907 -2.341 0.068
H 0.689 -1.481 -3.366
H -6.221 2.248 1.281
H 3.891 1.370 -2.501
H 1.377 3.088 2.459
H 2.084 -3.214 -1.225
H -0.293 -1.902 1.191
H -1.071 -0.451 0.726
H -1.659 -2.109 0.252
H -4.727 0.736 2.733
H -0.167 1.648 2.460
H -0.471 -2.500 -2.297

These are the Mulliken partial charges, in e, on atoms 1 to 2: 0.330 0.450

***

DFT (ωB97M-V with the def2-TZVPD basis set) results for a 6-piece molecular cluster, C3H19N2O6S overall.

Summary:
* gap between HOMO and LUMO: 10.02 eV
* M: 211.3 u
* largest force on an atom: 0.70 eV/A
* charge: +1
* energy: -1084.69550 a.u.

Cartesian coordinates (Å):
S 2.681 1.382 2.055
O -2.538 0.022 0.905
O -2.172 0.312 -2.202
O -0.513 -3.307 1.070
O -0.543 1.913 1.383
O -1.224 2.632 -1.092
O -0.146 -1.187 -1.140
N 0.407 -0.638 1.340
N 1.955 -1.055 -1.941
C 1.043 -0.948 -0.967
C 1.562 -0.548 0.416
C 2.146 0.860 0.397
H -0.792 2.302 0.514
H 1.437 1.566 -0.028
H -3.413 -0.255 1.203
H -0.089 -4.113 1.379
H -2.514 0.053 -3.065
H -1.609 1.886 -1.592
H 1.647 -1.328 -2.860
H 3.037 0.887 -0.226
H -1.382 1.847 1.855
H 2.290 -1.292 0.741
H -0.118 -1.517 1.203
H -1.134 -3.556 0.376
H -0.279 0.152 1.201
H -1.027 3.334 -1.718
H 0.726 -0.531 2.304
H -1.435 -0.287 -1.979
H 1.671 2.205 2.334
H -2.604 0.054 -0.063
H 2.927 -0.844 -1.804

These are the Mulliken partial charges, in e, on atoms 1 to 2: -0.195 -0.576

***

DFT (ωB97M-V with the def2-TZVPD basis set) results for a 6-piece molecular cluster, C3H19NO5S2 overall.

Summary:
* gap between HOMO and LUMO: 8.99 eV
* M: 213.3 u
* ΔE to the lowest compared entry with this formula, charge and spin: 0.237 eV
* largest force on an atom: 1.90 eV/A
* SMILES: C[C@@H](N)CSS.O.O.O.O.O
* energy: -1353.00544 a.u.

Cartesian coordinates (Å):
S -1.398 1.721 0.245
S 0.109 2.810 1.057
O -2.596 -0.878 1.783
O 3.258 1.278 -1.531
O -0.469 -2.139 3.090
O 1.644 -1.180 0.725
O 1.172 -0.020 3.837
N 0.785 -0.570 -2.092
C -0.948 1.158 -1.383
C -1.605 -1.003 -2.482
C -0.573 -0.333 -1.556
H 0.004 -1.999 2.265
H 1.301 -0.186 -1.309
H -2.476 -1.293 -1.890
H -1.207 -1.889 -2.977
H 2.425 -1.221 0.172
H 3.041 2.200 -1.684
H -0.213 1.710 -1.971
H 0.416 0.502 4.117
H 0.969 -0.033 -2.933
H 0.873 -0.935 3.986
H -0.590 -0.894 -0.623
H 1.709 -0.443 1.343
H 4.179 1.150 -1.298
H -1.308 -1.706 2.854
H -1.947 -0.347 -3.289
H -2.856 -0.020 2.132
H -2.038 -0.717 1.018
H 0.225 3.902 0.296
H -1.888 1.374 -1.904

These are the Mulliken partial charges, in e, on atoms 1 to 2: -0.041 -0.196

***

DFT (ωB97M-V with the def2-TZVPD basis set) results for a 9-piece molecular cluster, C3H20N2O8 overall.

Summary:
* gap between HOMO and LUMO: 8.59 eV
* M: 212.2 u
* ΔE to the lowest compared entry with this formula, charge and spin: 2.683 eV
* largest force on an atom: 3.73 eV/A
* SMILES: c1c[nH]cn1.O.O.O.O.O.O.O.O
* energy: -837.69311 a.u.

Cartesian coordinates (Å):
O -2.613 0.330 2.924
O -0.983 -2.082 0.993
O 0.279 1.372 1.912
O 1.253 -1.418 2.237
O -0.486 -2.898 -3.388
O -1.569 0.397 -1.438
O 0.780 -3.224 -0.591
O -2.711 2.811 -0.451
N 1.997 2.391 -0.132
N 1.045 1.293 -1.856
C 0.834 1.981 -0.690
C 2.364 1.032 -1.768
C 3.001 1.590 -0.643
H -0.820 -3.035 0.948
H 0.871 -2.347 -0.181
H -1.455 0.074 -0.514
H -0.112 -3.214 -1.058
H -2.458 2.157 -1.123
H -3.662 2.725 -0.362
H -0.681 1.341 1.792
H -0.329 -1.761 1.657
H -0.764 -2.137 -3.932
H 0.236 -2.371 -3.016
H -3.187 1.094 2.965
H -0.668 0.461 -1.830
H -0.234 2.249 -0.476
H 3.981 1.421 -0.283
H 1.978 2.820 0.783
H 0.634 0.524 1.672
H 3.005 0.433 -2.396
H 2.003 -1.829 1.764
H -2.441 0.038 3.818
H 0.914 -2.216 2.665

These are the Mulliken partial charges, in e, on atoms 1 to 2: -0.580 -0.713

***

DFT (ωB97M-V with the def2-TZVPD basis set) results for a 9-piece molecular cluster, C3H21O10S2 overall.

Summary:
* gap between HOMO and LUMO: 9.28 eV
* M: 281.3 u
* largest force on an atom: 2.12 eV/A
* charge: -1
* energy: -1675.85009 a.u.

Cartesian coordinates (Å):
S -0.046 -2.905 1.816
S -1.814 -3.776 1.307
O -0.454 0.447 3.500
O -4.532 -1.100 0.554
O -0.571 -1.118 -2.934
O -1.960 -1.036 -0.660
O 1.161 3.035 -0.970
O 3.195 1.311 -1.616
O 4.219 0.063 0.630
O -0.369 2.616 1.284
O -1.845 0.286 1.137
O 0.465 1.479 -2.681
C -1.328 -0.438 0.243
C 0.184 -0.591 0.268
C 0.600 -2.058 0.332
H 0.321 -2.614 -0.566
H -0.977 1.854 1.208
H -2.669 -2.734 1.372
H 0.012 -1.865 -2.789
H 1.679 -2.120 0.458
H 2.633 2.057 -1.305
H 3.634 0.425 1.299
H -0.263 2.042 -2.952
H -3.896 -1.153 -0.178
H 0.074 2.447 2.139
H -0.280 -0.457 3.768
H 0.704 2.978 -0.100
H 2.598 0.792 -2.156
H -1.175 -1.091 -2.142
H -1.038 0.337 2.716
H 0.605 2.566 -1.600
H 0.576 -0.124 -0.642
H -4.046 -0.508 1.148
H 0.609 -0.053 1.110
H 3.895 0.446 -0.211
H 0.096 0.560 -2.787

These are the Mulliken partial charges, in e, on atoms 1 to 2: -0.131 -0.217